C44H76O34 | the ωB97M-V functional and the def2-TZVPD basis

```
! wB97M-V def2-TZVPD RIJCOSX def2/J DEFGRID3
* xyz 0 1
C -1.747 -26.024 -5.097
O -0.674 -25.094 -5.164
H -1.470 -26.919 -4.540
H -2.640 -25.514 -4.734
H -1.899 -26.288 -6.143
H 0.092 -25.493 -5.582
C 3.668 -25.210 -13.618
O 4.101 -26.451 -14.169
H 4.175 -24.337 -14.027
H 2.594 -25.201 -13.807
H 3.751 -25.230 -12.531
H 4.507 -27.019 -13.510
C -3.469 -20.630 -2.624
O -2.704 -21.566 -1.986
H -4.379 -20.989 -3.105
H -3.766 -19.876 -1.895
H -2.818 -20.033 -3.263
H -2.371 -22.154 -2.667
C -8.519 -11.983 -9.774
O -7.674 -11.358 -8.832
H -9.241 -12.577 -9.213
H -9.043 -11.296 -10.439
H -7.866 -12.680 -10.298
H -7.214 -10.639 -9.271
C -6.340 -13.544 -17.021
C -4.900 -12.987 -17.098
C -4.697 -11.570 -17.599
O -3.767 -11.068 -16.701
C -3.753 -11.746 -15.598
O -3.264 -11.405 -14.536
O -4.400 -12.904 -15.779
H -6.441 -14.557 -16.631
H -6.670 -13.565 -18.060
H -7.176 -13.047 -16.529
H -4.248 -13.628 -17.691
H -5.563 -10.911 -17.538
H -4.359 -11.455 -18.629
C 7.077 -19.593 -11.272
C 8.324 -18.997 -11.986
C 9.024 -19.986 -12.890
O 8.741 -19.477 -14.202
C 8.093 -18.292 -14.102
O 7.767 -17.605 -15.050
O 7.885 -18.055 -12.862
H 7.288 -20.573 -10.844
H 6.209 -19.547 -11.930
H 6.858 -18.992 -10.389
H 8.955 -18.602 -11.191
H 8.699 -21.022 -12.795
H 10.075 -19.931 -12.607
C 4.103 -11.445 -13.208
C 4.040 -11.759 -11.715
C 4.157 -13.238 -11.465
O 5.154 -13.400 -10.553
C 5.833 -12.312 -10.498
O 6.828 -12.088 -9.828
O 5.279 -11.368 -11.209
H 3.173 -11.753 -13.685
H 4.934 -11.961 -13.690
H 4.246 -10.370 -13.315
H 3.273 -11.272 -11.113
H 4.348 -13.816 -12.370
H 3.229 -13.721 -11.158
C 1.577 -13.929 -19.667
C 1.080 -15.312 -19.347
C 1.949 -16.391 -19.896
O 2.200 -17.191 -18.744
C 1.689 -16.628 -17.639
O 1.752 -17.097 -16.498
O 1.058 -15.531 -17.974
H 0.950 -13.137 -19.257
H 1.458 -13.770 -20.739
H 2.635 -13.832 -19.425
H 0.110 -15.583 -19.766
H 2.905 -15.963 -20.198
H 1.522 -16.974 -20.712
C -2.117 -18.398 -10.898
C -1.747 -19.194 -9.642
C -0.826 -20.344 -9.783
O 0.276 -20.041 -8.969
C 0.152 -18.857 -8.398
O 0.878 -18.407 -7.540
O -0.962 -18.289 -8.794
H -2.268 -19.044 -11.763
H -1.268 -17.779 -11.185
H -3.069 -17.867 -10.900
H -2.640 -19.602 -9.169
H -0.523 -20.540 -10.812
H -1.239 -21.274 -9.394
C -9.851 -28.314 -6.629
C -10.149 -26.867 -6.324
C -9.572 -26.351 -4.959
O -8.818 -25.151 -5.292
C -8.713 -25.094 -6.649
O -7.957 -24.340 -7.286
O -9.493 -26.010 -7.235
H -10.537 -29.005 -6.139
H -8.845 -28.693 -6.449
H -9.901 -28.403 -7.714
H -11.193 -26.603 -6.489
H -8.842 -27.079 -4.605
H -10.438 -26.180 -4.319
C -13.822 -20.744 -8.514
C -13.671 -20.554 -10.051
C -14.073 -19.166 -10.573
O -12.910 -18.540 -11.002
C -11.937 -19.428 -10.903
O -10.824 -19.238 -11.266
O -12.349 -20.611 -10.428
H -13.199 -21.595 -8.239
H -14.792 -20.965 -8.070
H -13.525 -19.843 -7.977
H -14.229 -21.286 -10.635
H -14.643 -18.499 -9.927
H -14.734 -19.326 -11.426
C -1.622 -12.287 -6.315
C -2.187 -12.342 -4.968
C -3.127 -13.546 -4.702
O -2.660 -14.007 -3.477
C -1.531 -13.411 -3.098
O -0.870 -13.552 -2.103
O -1.192 -12.570 -4.049
H -1.023 -13.171 -6.535
H -0.973 -11.421 -6.447
H -2.428 -12.306 -7.048
H -2.718 -11.437 -4.672
H -3.011 -14.303 -5.478
H -4.132 -13.134 -4.613
C 6.266 -13.797 -2.246
C 5.815 -13.879 -0.799
C 5.573 -15.218 -0.125
O 6.525 -15.223 0.905
C 7.352 -14.186 0.801
O 8.342 -13.998 1.545
O 6.998 -13.408 -0.187
H 5.400 -13.952 -2.889
H 6.950 -14.608 -2.496
H 6.636 -12.793 -2.456
H 4.964 -13.214 -0.658
H 5.691 -15.990 -0.886
H 4.585 -15.185 0.333
C -2.758 -32.045 -9.752
C -2.248 -31.132 -10.944
C -3.181 -31.134 -12.121
O -3.232 -29.800 -12.448
C -2.651 -29.065 -11.476
O -2.551 -27.829 -11.442
O -2.178 -29.822 -10.547
H -2.763 -33.062 -10.143
H -3.755 -31.685 -9.498
H -2.136 -32.114 -8.860
H -1.236 -31.477 -11.157
H -4.198 -31.397 -11.832
H -2.711 -31.819 -12.827
*
```

C44H78O16 | the ωB97M-V functional and the def2-TZVPD basis

```
! wB97M-V def2-TZVPD RIJCOSX def2/J DEFGRID3
* xyz 0 1
O -17.454 -27.445 22.332
C -16.268 -27.439 22.249
C -15.361 -28.306 21.377
C -14.025 -28.069 22.053
C -14.123 -26.659 22.544
O -15.499 -26.510 22.899
H -15.783 -29.302 21.345
H -15.381 -27.731 20.444
H -14.019 -28.715 22.936
H -13.205 -28.245 21.360
H -13.405 -26.446 23.335
H -13.906 -25.957 21.728
O -20.433 -27.945 19.832
C -21.155 -27.982 20.785
C -20.787 -27.968 22.277
C -22.192 -28.161 22.912
C -23.146 -27.673 21.846
O -22.501 -27.910 20.608
H -20.129 -28.797 22.517
H -20.323 -27.036 22.588
H -22.325 -29.241 23.010
H -22.300 -27.681 23.881
H -24.100 -28.203 21.863
H -23.410 -26.613 21.931
O -14.189 -30.777 19.582
C -13.372 -30.329 18.827
C -13.614 -30.104 17.339
C -12.334 -29.412 16.838
C -11.360 -29.551 17.974
O -12.092 -30.070 19.099
H -13.748 -31.066 16.842
H -14.534 -29.571 17.103
H -12.050 -29.876 15.894
H -12.540 -28.381 16.539
H -10.603 -30.303 17.732
H -10.765 -28.701 18.305
O -8.698 -30.086 20.149
C -9.096 -29.466 21.097
C -10.428 -29.670 21.812
C -10.165 -28.996 23.144
C -9.159 -27.932 22.786
O -8.349 -28.604 21.788
H -11.044 -29.124 21.088
H -10.780 -30.689 21.922
H -11.048 -28.606 23.658
H -9.807 -29.751 23.848
H -9.544 -27.010 22.359
H -8.582 -27.669 23.673
O -19.694 -29.988 15.864
C -19.039 -29.890 16.869
C -19.043 -30.850 18.069
C -17.580 -30.637 18.510
C -17.435 -29.123 18.287
O -18.064 -28.989 16.998
H -19.902 -30.493 18.638
H -19.163 -31.898 17.810
H -17.496 -30.711 19.600
H -16.849 -31.197 17.942
H -17.869 -28.440 19.016
H -16.366 -28.931 18.180
C -13.814 -22.006 17.855
C -14.678 -23.276 17.997
C -14.590 -23.557 19.520
O -13.499 -22.803 20.014
C -12.822 -22.082 18.977
H -14.466 -21.137 17.967
H -13.356 -21.864 16.875
H -14.254 -24.138 17.477
H -15.693 -23.115 17.642
H -14.644 -24.598 19.847
H -15.441 -23.064 20.011
H -11.914 -22.633 18.716
H -12.554 -21.117 19.404
C -14.826 -32.399 23.981
C -13.675 -33.081 24.670
C -12.528 -32.025 24.507
O -13.003 -31.107 23.495
C -14.150 -31.652 22.849
H -15.239 -31.624 24.634
H -15.652 -33.056 23.721
H -13.429 -34.056 24.250
H -13.938 -33.244 25.717
H -11.625 -32.535 24.176
H -12.410 -31.450 25.422
H -13.824 -32.316 22.044
H -14.838 -30.915 22.443
C -12.023 -27.893 26.747
C -11.553 -26.457 26.696
C -10.024 -26.631 26.567
O -9.769 -27.979 26.997
C -10.970 -28.598 27.556
H -12.272 -28.387 25.799
H -13.055 -28.029 27.113
H -11.803 -25.899 27.597
H -12.042 -26.031 25.819
H -9.469 -25.955 27.215
H -9.746 -26.532 25.518
H -10.978 -28.288 28.604
H -10.832 -29.666 27.427
C -18.240 -33.236 22.571
C -18.623 -31.775 22.386
C -19.861 -31.762 21.507
O -19.861 -33.038 20.846
C -18.984 -33.995 21.471
H -18.520 -33.589 23.561
H -17.173 -33.276 22.365
H -17.866 -31.199 21.849
H -18.782 -31.359 23.381
H -19.825 -31.036 20.700
H -20.689 -31.566 22.200
H -18.227 -34.302 20.751
H -19.626 -34.786 21.853
C -15.438 -22.016 26.249
C -14.238 -22.939 26.309
C -14.392 -23.884 25.090
O -15.262 -23.161 24.212
C -16.202 -22.483 25.034
H -15.158 -20.967 26.162
H -15.948 -22.095 27.212
H -14.111 -23.442 27.269
H -13.319 -22.349 26.235
H -14.984 -24.734 25.458
H -13.493 -24.279 24.630
H -17.059 -23.122 25.265
H -16.635 -21.606 24.551
C -10.825 -25.601 18.151
C -9.808 -24.795 18.955
C -9.449 -25.738 20.075
O -10.658 -26.426 20.357
C -11.652 -26.250 19.312
H -10.333 -26.364 17.545
H -11.338 -24.964 17.431
H -10.201 -23.850 19.331
H -8.918 -24.567 18.363
H -9.041 -25.106 20.866
H -8.812 -26.541 19.691
H -12.383 -25.608 19.806
H -12.172 -27.142 18.959
*
```

Values from the calculation:
Energy relative to the best compared isomer or geometry (same formula, charge and spin), kcal per mole: 55.4
SMILES: O=C1CCCO1.O=C1CCCO1.O=C1CCCO1.O=C1CCCO1.O=C1CCCO1.C1CCOC1.C1CCOC1.C1CCOC1.C1CCOC1.C1CCOC1.C1CCOC1

C44H80N2O12 | the ωB97M-V functional and the def2-TZVPD basis

```
! wB97M-V def2-TZVPD RIJCOSX def2/J DEFGRID3
* xyz 0 1
C 5.086 -2.369 0.036
O 5.007 -3.475 -0.846
C 3.671 -3.861 -1.087
C 3.614 -5.060 -2.016
C 4.547 -4.957 -3.244
C 3.816 -4.640 -4.543
C 3.380 -3.176 -4.710
C 4.332 -2.141 -4.118
C 3.896 -0.693 -4.356
C 2.684 -0.287 -3.504
C 1.375 -0.347 -4.290
C 0.123 -0.294 -3.418
C -0.219 -1.675 -2.814
C -0.711 -1.575 -1.401
C -1.893 -1.079 -1.000
C -2.991 -0.574 -1.889
C -4.003 -1.639 -2.418
C -3.682 -2.077 -3.852
C -4.141 -2.886 -1.552
C -2.137 -1.043 0.478
O -3.228 -1.276 0.949
C -0.940 -0.742 1.327
C -0.991 0.154 2.547
N -2.269 0.177 3.259
C 0.214 -1.271 0.903
O 1.413 -1.061 1.532
N 2.128 -2.299 1.935
O 1.434 -3.090 2.399
C 0.204 -2.090 -0.343
O 0.865 -3.099 -0.476
H 6.038 -1.867 -0.072
H 4.315 -1.623 -0.194
H 4.917 -2.671 1.072
H 3.093 -3.033 -1.517
H 3.176 -4.097 -0.137
H 3.775 -5.994 -1.480
H 2.584 -5.109 -2.379
H 5.344 -4.250 -3.031
H 5.028 -5.928 -3.371
H 4.421 -4.929 -5.403
H 2.916 -5.257 -4.569
H 3.250 -2.949 -5.770
H 2.402 -3.039 -4.241
H 4.363 -2.278 -3.037
H 5.353 -2.276 -4.478
H 3.607 -0.558 -5.401
H 4.748 -0.059 -4.118
H 2.806 0.744 -3.168
H 2.621 -0.915 -2.609
H 1.350 -1.221 -4.942
H 1.349 0.518 -4.957
H 0.286 0.433 -2.620
H -0.692 0.092 -4.030
H -0.933 -2.200 -3.443
H 0.709 -2.246 -2.822
H -2.574 -0.065 -2.753
H -3.560 0.146 -1.301
H -4.984 -1.163 -2.439
H -3.207 -1.292 -4.438
H -4.572 -2.434 -4.367
H -2.996 -2.927 -3.829
H -3.204 -3.439 -1.494
H -4.854 -3.557 -2.037
H -4.525 -2.679 -0.559
H -0.682 1.150 2.220
H -0.208 -0.190 3.222
H -2.097 0.044 4.245
H -2.705 1.084 3.154
C 0.166 1.287 7.240
C 0.344 1.663 5.787
C 1.644 1.260 5.137
O -0.514 2.255 5.174
H -0.805 1.630 7.590
H 0.229 0.204 7.357
H 0.948 1.749 7.844
H 1.762 0.176 5.174
H 2.484 1.720 5.660
H 1.647 1.585 4.099
C -5.631 0.859 1.685
C -5.187 2.295 1.688
C -6.011 3.283 2.467
O -4.182 2.633 1.092
H -4.935 0.276 1.088
H -5.628 0.470 2.705
H -6.637 0.761 1.273
H -6.050 2.983 3.515
H -7.026 3.337 2.070
H -5.548 4.266 2.397
C -4.293 4.136 -1.543
C -4.401 5.572 -1.979
C -3.181 6.436 -1.767
O -5.411 6.020 -2.476
H -5.232 3.625 -1.751
H -3.487 3.640 -2.087
H -4.089 4.078 -0.473
H -2.333 6.025 -2.318
H -2.926 6.468 -0.707
H -3.382 7.445 -2.119
C -5.761 6.023 -5.589
C -4.721 6.125 -6.675
C -4.856 7.279 -7.641
O -3.817 5.326 -6.771
H -5.555 5.161 -4.963
H -5.746 6.918 -4.965
H -6.754 5.917 -6.031
H -4.809 8.226 -7.101
H -5.813 7.221 -8.161
H -4.049 7.241 -8.370
C 4.690 0.554 2.797
C 6.075 0.534 2.198
C 7.202 1.031 3.071
O 6.269 0.130 1.077
H 3.973 0.171 2.074
H 4.666 -0.070 3.692
H 4.416 1.576 3.069
H 7.265 0.426 3.976
H 7.027 2.071 3.354
H 8.141 0.961 2.527
C -5.429 2.076 7.875
C -5.212 2.468 6.434
C -3.884 2.106 5.816
O -6.068 3.033 5.793
H -6.422 2.386 8.192
H -5.338 0.994 7.985
H -4.682 2.556 8.510
H -3.749 1.023 5.851
H -3.059 2.581 6.349
H -3.864 2.437 4.780
C 7.715 -4.775 4.161
C 6.751 -4.251 3.122
C 6.485 -5.143 1.932
O 6.222 -3.169 3.242
H 7.822 -4.046 4.961
H 7.343 -5.713 4.576
H 8.691 -4.956 3.707
H 6.065 -6.092 2.271
H 7.414 -5.336 1.395
H 5.780 -4.659 1.261
*
```

Values from the calculation:
SMILES: COCCCCCCCCCCCC1=C(CC(C)C)C(=O)C(CN)=C(ON=O)C1=O.CC(C)=O.CC(C)=O.CC(C)=O.CC(C)=O.CC(C)=O.CC(C)=O.CC(C)=O

In eV, the Kohn-Sham gap values for the records above are, in order, 10.13 9.80 8.38.
In eV, the E_LUMO values for the records above are, in order, 0.15 0.41 -0.69.
In eV, the energy values for the records above are, in order, -116470.575 -79649.226 -74471.413.